No. 1
{"formula": "C32H60N2O14", "method": "the ωB97M-V functional and the def2-TZVPD basis", "symbols": ["C", "C", "C", "C", "C", "C", "N", "O", "O", "H", "H", "H", "H", "H", "C", "C", "C", "C", "C", "C", "N", "O", "O", "H", "H", "H", "H", "H", "C", "O", "C", "C", "O", "C", "H", "H", "H", "H", "H", "H", "H", "H", "H", "H", "C", "O", "C", "C", "O", "C", "H", "H", "H", "H", "H", "H", "H", "H", "H", "H", "C", "O", "C", "C", "O", "C", "H", "H", "H", "H", "H", "H", "H", "H", "H", "H", "C", "O", "C", "C", "O", "C", "H", "H", "H", "H", "H", "H", "H", "H", "H", "H", "C", "O", "C", "C", "O", "C", "H", "H", "H", "H", "H", "H", "H", "H", "H", "H"], "coordinates": [[-4.547, -4.682, -5.457], [-4.778, -5.519, -4.321], [-4.043, -5.217, -3.146], [-3.123, -4.199, -3.040], [-3.003, -3.322, -4.146], [-3.725, -3.513, -5.335], [-2.307, -3.948, -1.820], [-1.620, -2.986, -1.758], [-2.219, -4.744, -0.885], [-5.100, -4.824, -6.374], [-5.558, -6.266, -4.317], [-4.278, -5.797, -2.266], [-2.388, -2.443, -4.017], [-3.625, -2.804, -6.144], [-8.408, -4.936, -2.145], [-8.076, -4.416, -3.430], [-7.351, -3.271, -3.591], [-6.921, -2.551, -2.534], [-7.327, -2.972, -1.231], [-8.034, -4.159, -1.032], [-6.045, -1.322, -2.682], [-6.013, -0.648, -3.736], [-5.215, -1.059, -1.813], [-8.809, -5.933, -2.040], [-8.399, -5.093, -4.208], [-7.150, -2.983, -4.613], [-6.988, -2.496, -0.323], [-8.204, -4.491, -0.018], [1.930, 2.127, 0.648], [1.581, 1.148, -0.427], [0.295, 0.539, -0.316], [-0.300, 0.081, 1.017], [-1.732, 0.330, 1.110], [-2.464, -0.665, 0.302], [2.995, 2.356, 0.660], [1.702, 1.836, 1.674], [1.400, 3.069, 0.502], [0.213, -0.260, -1.052], [-0.374, 1.255, -0.794], [0.089, 0.436, 1.971], [-0.022, -0.972, 1.045], [-3.498, -0.424, 0.548], [-2.235, -1.687, 0.603], [-2.232, -0.473, -0.745], [-5.283, 2.032, 2.181], [-6.347, 1.763, 1.336], [-5.989, 1.837, -0.104], [-7.222, 1.458, -0.939], [-7.757, 0.168, -0.595], [-9.126, -0.009, -0.755], [-5.639, 2.263, 3.184], [-4.700, 2.846, 1.749], [-4.574, 1.204, 2.194], [-5.180, 1.191, -0.446], [-5.617, 2.849, -0.266], [-7.000, 1.389, -2.004], [-7.962, 2.255, -0.992], [-9.346, 0.069, -1.820], [-9.655, 0.802, -0.254], [-9.483, -0.923, -0.281], [6.346, 6.710, -2.126], [5.453, 6.404, -1.099], [4.422, 5.513, -1.516], [3.644, 4.974, -0.286], [4.391, 4.277, 0.663], [4.807, 4.956, 1.804], [5.843, 7.031, -3.038], [6.936, 5.834, -2.395], [7.113, 7.397, -1.766], [4.765, 4.619, -2.037], [3.718, 6.061, -2.140], [3.002, 4.219, -0.738], [2.920, 5.715, 0.056], [5.183, 5.927, 1.483], [5.627, 4.409, 2.269], [4.027, 5.170, 2.535], [4.739, -5.012, 1.223], [3.758, -4.221, 1.925], [3.785, -2.864, 1.693], [2.579, -2.121, 2.313], [2.346, -2.134, 3.787], [3.394, -2.415, 4.672], [4.481, -6.071, 1.245], [5.773, -4.936, 1.562], [4.683, -4.668, 0.190], [3.772, -2.714, 0.614], [4.753, -2.509, 2.045], [1.696, -2.571, 1.859], [2.678, -1.047, 2.161], [3.462, -3.469, 4.942], [3.138, -2.077, 5.676], [4.397, -2.053, 4.447], [10.123, 3.714, 4.258], [9.936, 3.345, 2.881], [8.553, 3.267, 2.531], [7.803, 1.917, 2.520], [6.424, 2.024, 2.197], [5.913, 0.768, 1.846], [9.644, 4.647, 4.556], [11.169, 3.751, 4.561], [9.737, 2.960, 4.944], [8.552, 3.643, 1.508], [8.031, 4.064, 3.061], [7.904, 1.375, 3.461], [8.210, 1.186, 1.822], [4.971, 1.145, 1.447], [5.649, 0.277, 2.782], [6.535, 0.288, 1.090]], "mulliken_charge": [-0.57, -0.46, -0.18, -0.21, -0.02, -0.57, 1.02, -0.54, -0.61, 0.39, 0.48, 0.44, 0.42, 0.41, -0.55, -0.61, -0.17, 0.10, -0.33, -0.64, 1.07, -0.66, -0.39, 0.40, 0.42, 0.49, 0.45, 0.41, -0.21, -0.41, -0.75, 0.02, -0.44, -0.54, -0.30, 0.29, 0.41, 0.36, 0.37, 0.33, 0.14, 0.06, 0.36, 0.32, -0.61, -0.35, -0.21, -0.88, -0.17, -0.94, 0.25, 0.31, 0.20, 0.05, 0.46, 0.35, 0.59, 0.36, 0.39, 0.23, -0.79, -0.29, -0.61, -0.47, -0.14, -0.46, 0.30, 0.33, 0.26, 0.35, 0.37, 0.25, 0.42, 0.32, -0.13, 0.31, -0.73, -0.35, -0.61, 0.00, -0.37, -0.74, 0.25, 0.28, 0.31, 0.59, 0.31, 0.12, 0.10, 0.28, 0.32, 0.24, -0.73, -0.41, -0.52, -0.29, -0.25, -0.57, 0.30, 0.29, 0.29, 0.21, 0.37, 0.29, 0.30, -0.19, 0.42, 0.46], "smiles": "O=[N+]([O-])c1ccccc1.O=[N+]([O-])c1ccccc1.COCCOC.COCCOC.COCCOC.COCCOC.COCCOC"}

No. 2
{"formula": "C60H141N7O20", "method": "the ωB97M-V functional and the def2-TZVPD basis", "symbols": ["C", "C", "O", "O", "H", "H", "H", "H", "H", "H", "C", "C", "O", "O", "H", "H", "H", "H", "H", "H", "C", "C", "O", "O", "H", "H", "H", "H", "H", "H", "C", "C", "O", "O", "H", "H", "H", "H", "H", "H", "C", "C", "O", "O", "H", "H", "H", "H", "H", "H", "C", "C", "O", "O", "H", "H", "H", "H", "H", "H", "C", "C", "O", "O", "H", "H", "H", "H", "H", "H", "C", "O", "N", "N", "H", "H", "H", "H", "C", "C", "C", "C", "C", "C", "N", "O", "C", "C", "C", "H", "H", "H", "H", "H", "H", "H", "H", "H", "H", "H", "H", "H", "H", "H", "H", "H", "H", "H", "C", "C", "C", "C", "C", "C", "N", "O", "C", "C", "C", "H", "H", "H", "H", "H", "H", "H", "H", "H", "H", "H", "H", "H", "H", "H", "H", "H", "H", "H", "C", "C", "C", "C", "C", "C", "N", "O", "C", "C", "C", "H", "H", "H", "H", "H", "H", "H", "H", "H", "H", "H", "H", "H", "H", "H", "H", "H", "H", "H", "C", "C", "C", "C", "C", "C", "N", "O", "C", "C", "C", "H", "H", "H", "H", "H", "H", "H", "H", "H", "H", "H", "H", "H", "H", "H", "H", "H", "H", "H", "C", "C", "C", "C", "C", "C", "N", "O", "C", "C", "C", "H", "H", "H", "H", "H", "H", "H", "H", "H", "H", "H", "H", "H", "H", "H", "H", "H", "H", "H"], "coordinates": [[6.617, -2.311, 7.763], [6.490, -3.794, 8.258], [6.976, -4.616, 7.234], [7.894, -1.835, 7.634], [6.039, -1.657, 8.417], [6.210, -2.331, 6.751], [5.530, -4.162, 8.621], [7.280, -4.013, 8.977], [7.900, -4.772, 7.441], [8.411, -2.507, 7.183], [-8.932, 0.115, -4.607], [-8.059, -1.172, -4.510], [-8.739, -2.046, -5.385], [-8.992, 0.783, -5.883], [-8.697, 0.790, -3.783], [-9.919, -0.251, -4.325], [-7.965, -1.428, -3.454], [-7.050, -1.069, -4.910], [-9.197, -1.505, -6.033], [-8.215, 1.346, -5.835], [5.949, 3.262, -9.723], [5.402, 2.119, -10.660], [4.565, 1.207, -9.950], [6.731, 2.550, -8.750], [5.081, 3.734, -9.261], [6.716, 3.802, -10.278], [6.252, 1.521, -10.988], [4.787, 2.591, -11.426], [3.917, 0.785, -10.518], [6.099, 2.043, -8.235], [-0.020, 10.459, 4.591], [0.207, 10.610, 3.066], [-0.999, 10.575, 2.351], [-1.022, 11.300, 4.943], [0.867, 10.655, 5.193], [-0.307, 9.456, 4.908], [1.000, 9.947, 2.720], [0.626, 11.616, 3.039], [-0.665, 10.325, 1.487], [-1.460, 11.345, 4.091], [5.416, -5.953, 1.184], [6.190, -7.180, 1.156], [6.982, -7.311, -0.091], [4.648, -5.724, -0.029], [6.197, -5.195, 1.134], [4.871, -5.919, 2.127], [5.441, -7.971, 1.181], [6.623, -7.381, 2.137], [6.596, -6.579, -0.578], [4.414, -4.795, -0.082], [-4.683, 2.537, -10.549], [-4.109, 2.543, -9.134], [-4.999, 3.161, -8.235], [-3.597, 2.778, -11.406], [-5.380, 3.375, -10.571], [-5.346, 1.694, -10.739], [-3.127, 3.016, -9.140], [-3.957, 1.492, -8.890], [-4.883, 4.108, -8.346], [-3.946, 3.103, -12.239], [9.906, 2.184, 1.933], [9.265, 2.086, 0.510], [8.279, 3.082, 0.247], [10.840, 1.148, 2.279], [9.060, 2.350, 2.601], [10.319, 3.176, 2.117], [8.672, 1.175, 0.581], [10.111, 1.974, -0.167], [8.772, 3.904, 0.180], [10.211, 0.571, 2.719], [4.111, -9.142, -4.753], [4.285, -9.871, -5.712], [4.312, -7.803, -4.831], [3.499, -9.484, -3.594], [3.835, -7.472, -4.005], [4.170, -7.305, -5.699], [3.423, -10.473, -3.405], [3.510, -8.975, -2.722], [-4.128, -9.520, 3.329], [-5.354, -8.787, 2.786], [-5.199, -7.346, 2.886], [-4.255, -6.736, 1.803], [-4.605, -7.129, 0.407], [-4.553, -8.660, 0.241], [-5.456, -9.135, 1.329], [-5.942, -10.332, 1.037], [-5.242, -8.873, -1.141], [-3.183, -9.316, 0.197], [-6.595, -9.016, 3.639], [-4.262, -10.565, 3.051], [-3.898, -9.606, 4.391], [-3.235, -9.116, 2.851], [-6.189, -6.900, 2.788], [-4.714, -6.894, 3.751], [-3.275, -7.097, 2.116], [-4.027, -5.674, 1.898], [-3.928, -6.672, -0.314], [-5.542, -6.625, 0.170], [-5.304, -9.928, -1.408], [-6.226, -8.408, -1.210], [-4.770, -8.379, -1.990], [-2.796, -9.362, -0.821], [-2.327, -8.886, 0.716], [-3.113, -10.345, 0.549], [-7.379, -8.668, 2.968], [-6.618, -8.387, 4.530], [-6.722, -10.053, 3.949], [-6.874, -10.132, 0.923], [6.640, 8.318, 7.500], [7.604, 8.110, 8.624], [7.848, 9.448, 9.444], [6.707, 9.777, 10.488], [6.531, 8.565, 11.395], [6.158, 7.224, 10.633], [7.112, 7.041, 9.527], [6.972, 5.786, 8.964], [6.146, 6.105, 11.705], [4.683, 7.496, 10.191], [8.963, 7.569, 8.037], [6.514, 9.380, 7.287], [5.610, 7.978, 7.601], [6.858, 7.850, 6.540], [8.904, 9.600, 9.666], [7.719, 10.326, 8.812], [5.844, 10.166, 9.948], [7.002, 10.523, 11.226], [5.839, 8.783, 12.209], [7.494, 8.520, 11.902], [5.664, 5.194, 11.351], [7.150, 5.859, 12.049], [5.502, 6.411, 12.530], [4.508, 8.410, 9.623], [4.414, 6.622, 9.598], [3.923, 7.374, 10.963], [9.738, 7.485, 8.800], [9.301, 8.304, 7.307], [8.858, 6.629, 7.494], [7.820, 5.401, 9.195], [-3.722, -4.917, -11.530], [-2.515, -5.841, -11.663], [-2.812, -6.980, -12.665], [-2.563, -6.721, -14.173], [-1.169, -6.246, -14.351], [-1.006, -4.921, -13.529], [-1.322, -5.087, -12.092], [-1.126, -3.938, -11.401], [0.514, -4.505, -13.685], [-1.806, -3.786, -14.180], [-2.201, -6.482, -10.208], [-4.544, -5.523, -11.150], [-4.142, -4.597, -12.484], [-3.677, -4.041, -10.884], [-2.252, -7.897, -12.480], [-3.876, -7.195, -12.560], [-3.266, -6.021, -14.624], [-2.690, -7.608, -14.793], [-1.072, -6.105, -15.427], [-0.472, -7.038, -14.079], [1.217, -5.215, -13.251], [0.745, -4.390, -14.744], [0.660, -3.525, -13.232], [-1.815, -2.868, -13.593], [-1.730, -3.638, -15.257], [-2.845, -4.100, -14.286], [-2.320, -5.820, -9.351], [-1.228, -6.947, -10.364], [-2.800, -7.371, -10.010], [-0.433, -4.175, -10.781], [2.206, 2.853, 0.868], [1.097, 1.866, 0.471], [-0.261, 2.492, -0.047], [-0.301, 2.921, -1.526], [0.193, 1.791, -2.396], [1.581, 1.386, -1.958], [1.754, 1.038, -0.519], [2.910, 0.376, -0.117], [1.777, 0.098, -2.723], [2.590, 2.480, -2.415], [0.711, 0.938, 1.638], [1.910, 3.439, 1.738], [2.407, 3.674, 0.180], [3.154, 2.385, 1.136], [-1.151, 1.869, 0.046], [-0.536, 3.386, 0.513], [0.194, 3.882, -1.663], [-1.321, 3.208, -1.781], [0.179, 2.118, -3.436], [-0.526, 0.975, -2.325], [1.504, 0.164, -3.777], [2.806, -0.242, -2.601], [1.263, -0.749, -2.270], [3.537, 1.941, -2.417], [2.468, 2.758, -3.462], [2.490, 3.445, -1.918], [1.536, 0.431, 2.139], [0.002, 0.231, 1.209], [0.385, 1.503, 2.512], [3.491, 1.136, -0.041], [-5.812, 2.344, 7.375], [-6.829, 3.288, 8.218], [-6.200, 4.584, 8.740], [-5.935, 5.686, 7.646], [-7.167, 5.969, 6.745], [-8.018, 4.605, 6.377], [-8.051, 3.647, 7.425], [-8.810, 2.509, 7.211], [-9.419, 5.021, 6.031], [-7.454, 4.038, 5.097], [-7.212, 2.498, 9.436], [-5.095, 1.853, 8.033], [-5.150, 2.941, 6.749], [-6.440, 1.731, 6.729], [-6.903, 4.916, 9.504], [-5.213, 4.267, 9.077], [-5.007, 5.560, 7.087], [-5.596, 6.602, 8.130], [-6.971, 6.524, 5.827], [-7.672, 6.757, 7.304], [-9.723, 5.501, 6.960], [-9.425, 5.723, 5.197], [-10.116, 4.193, 5.908], [-7.577, 2.960, 4.996], [-7.761, 4.585, 4.205], [-6.383, 4.085, 5.294], [-7.683, 1.550, 9.176], [-7.949, 3.070, 10.000], [-6.331, 2.207, 10.008], [-9.437, 2.393, 7.929]], "mulliken_charge": [-0.21, -0.53, -0.54, -0.51, 0.33, 0.24, 0.30, 0.31, 0.33, 0.28, -0.80, -0.09, -0.51, -0.49, 0.40, 0.37, 0.28, 0.22, 0.32, 0.31, -0.46, -0.28, -0.53, -0.52, 0.29, 0.31, 0.24, 0.34, 0.29, 0.31, -0.46, -0.41, -0.55, -0.50, 0.27, 0.27, 0.40, 0.27, 0.32, 0.38, -0.52, -0.35, -0.51, -0.53, 0.35, 0.35, 0.24, 0.34, 0.33, 0.30, -0.21, -0.41, -0.51, -0.51, 0.26, 0.27, 0.27, 0.24, 0.31, 0.29, -0.57, -0.27, -0.48, -0.49, 0.32, 0.36, 0.22, 0.27, 0.31, 0.32, 0.55, -0.62, -0.40, -0.41, 0.20, 0.24, 0.22, 0.20, -1.77, 1.71, -0.99, -0.91, -1.21, 1.57, 0.32, -0.50, -2.03, -1.79, -1.88, 0.37, 0.38, 0.29, 0.40, 0.38, 0.31, 0.42, 0.49, 0.38, 0.39, 0.46, 0.47, 0.45, 0.34, 0.38, 0.52, 0.34, 0.36, 0.35, -1.74, 1.93, -1.30, -0.56, -1.18, 1.25, 0.33, -0.49, -1.86, -1.80, -2.08, 0.33, 0.34, 0.40, 0.42, 0.34, 0.29, 0.39, 0.46, 0.43, 0.39, 0.42, 0.41, 0.29, 0.46, 0.39, 0.43, 0.45, 0.48, 0.36, -1.73, 1.51, -1.05, -0.77, -1.06, 1.25, 0.31, -0.51, -1.88, -1.61, -1.85, 0.49, 0.36, 0.31, 0.37, 0.41, 0.35, 0.40, 0.41, 0.34, 0.42, 0.40, 0.41, 0.35, 0.43, 0.33, 0.37, 0.47, 0.39, 0.37, -1.73, 1.44, -1.11, -0.83, -1.20, 1.59, 0.20, -0.37, -1.95, -1.71, -1.90, 0.46, 0.28, 0.47, 0.40, 0.38, 0.37, 0.42, 0.50, 0.38, 0.36, 0.42, 0.45, 0.42, 0.40, 0.29, 0.36, 0.46, 0.38, 0.36, -1.65, 1.40, -1.00, -0.82, -1.10, 1.53, 0.25, -0.48, -1.92, -1.70, -2.09, 0.48, 0.36, 0.29, 0.38, 0.37, 0.36, 0.46, 0.42, 0.40, 0.48, 0.43, 0.35, 0.24, 0.41, 0.42, 0.46, 0.48, 0.41, 0.34]}

| no. | frontier orbital gap (eV) |
| --- | --- |
| 1 | 8.6054 |
| 2 | 8.0563 |